Formula: C35H39N5O7PtSSeSi
Source: the OMol25 dataset
Level of theory: wB97M-V/def2-TZVPD

Cartesian coordinates (Å):
Pt (-0.39325, 1.49157, -1.10131)
N (3.71300, -4.51953, 3.85008)
C (3.52041, -3.16134, 3.51690)
C (2.68209, -2.35731, 4.28552)
C (2.50304, -1.02082, 3.96082)
C (3.16612, -0.47491, 2.87388)
C (4.03273, -1.25734, 2.12343)
C (4.20331, -2.59538, 2.43969)
S (2.88806, 1.22426, 2.42963)
O (4.18611, 1.81176, 2.18326)
O (2.11593, 1.77375, 3.51469)
N (1.94397, 1.13947, 1.14637)
C (2.45179, 1.03452, -0.06675)
N (1.60415, 1.32100, -1.12169)
C (2.12547, 1.51911, -2.33845)
C (3.46380, 1.31298, -2.58925)
C (4.20594, 0.79666, -1.53373)
N (3.73726, 0.65014, -0.31941)
H (2.91849, -4.91888, 4.32717)
H (3.95537, -5.08574, 3.05085)
H (2.14868, -2.78629, 5.12777)
H (1.83299, -0.38980, 4.53139)
H (4.54600, -0.80824, 1.27836)
H (4.86945, -3.21233, 1.84467)
H (1.41226, 1.86594, -3.08260)
H (3.88017, 1.47364, -3.57235)
H (5.23765, 0.48304, -1.68411)
C (-0.64055, 5.08491, 2.38048)
Si (-0.74843, 4.30714, 0.65865)
C (-1.98145, 5.32600, -0.34238)
C (0.92513, 4.49131, -0.17838)
N (-1.06753, 2.63655, 0.70160)
C (-1.85545, 2.06374, 1.64272)
C (-2.92090, 2.75042, 2.28256)
C (-3.71309, 2.18524, 3.26510)
C (-3.51150, 0.86984, 3.66600)
C (-2.50231, 0.14731, 3.04106)
C (-1.71664, 0.71622, 2.05514)
O (-0.68342, -0.01655, 1.47882)
C (-0.91746, -1.32619, 1.23390)
C (-2.07332, -1.76952, 0.59223)
C (-2.23354, -3.11974, 0.32625)
C (-1.25384, -4.03917, 0.68968)
C (-0.09800, -3.58570, 1.31339)
C (0.07460, -2.23517, 1.58282)
H (0.08901, 5.90348, 2.36223)
H (-0.29832, 4.34707, 3.11299)
H (-1.59584, 5.49261, 2.72122)
H (-1.85633, 6.39744, -0.13964)
H (-3.00920, 5.04900, -0.08635)
H (-1.86708, 5.15816, -1.41740)
H (1.18236, 5.55570, -0.24840)
H (0.91152, 4.10722, -1.20549)
H (1.70315, 3.97476, 0.39158)
H (-3.12952, 3.76186, 1.95478)
H (-4.50847, 2.77748, 3.70660)
H (-4.12083, 0.41135, 4.43538)
H (-2.31113, -0.88198, 3.32773)
H (-2.83635, -1.04891, 0.31794)
H (-3.12594, -3.45375, -0.19004)
H (-1.38655, -5.09324, 0.47256)
H (0.68685, -4.28320, 1.58932)
H (0.97268, -1.86066, 2.05235)
O (-2.63431, 3.99094, -3.86488)
Se (-1.91226, 2.59875, -3.48407)
O (-2.26044, 2.07819, -1.87967)
O (-0.27865, 2.83092, -3.43315)
O (-2.29877, 1.34952, -4.45626)
C (0.42081, -0.73981, -3.95032)
C (-0.10805, -1.30138, -2.60570)
C (1.02310, -1.94363, -1.81274)
C (-0.74150, -0.11829, -1.90660)
C (-1.21860, -2.29772, -2.97163)
C (-1.14612, -3.65242, -2.66680)
C (-2.15818, -4.52671, -3.05001)
C (-3.26321, -4.05675, -3.74127)
C (-3.34488, -2.70434, -4.05356)
C (-2.33363, -1.83225, -3.68105)
H (1.31875, -0.15168, -3.79530)
H (-0.32575, -0.11274, -4.44448)
H (0.67683, -1.58595, -4.59472)
H (1.76143, -1.19401, -1.53137)
H (1.52398, -2.69713, -2.42787)
H (0.65885, -2.42020, -0.89919)
H (-1.83397, -0.17617, -1.89478)
H (-0.30279, -4.03793, -2.10991)
H (-2.08302, -5.57771, -2.79238)
H (-4.05505, -4.73543, -4.03481)
H (-4.20217, -2.31951, -4.59253)
H (-2.41568, -0.77749, -3.94671)

Summary:
ΔE to the lowest compared entry with this formula, charge and spin = 0.000 eV
HOMO = -1.84 eV
LUMO level = 0.1451 Eh
max |F| = 2.0 eV/Å
charge = -2
M = 975.916 g/mol
Kohn-Sham gap = 5.79 eV

Here is what Mulliken gives for the atomic charges, in e: 2.21, -0.68, 1.05, -0.52, -0.31, -0.78, -0.20, -0.87, 1.42, -0.76, -0.77, -0.03, -0.18, -0.22, -0.64, -0.80, -0.54, -0.28, 0.25, 0.24, 0.27, 0.46, 0.48, 0.30, 0.87, 0.43, 0.39, -1.23, 0.00, -1.16, -0.94, 0.12, 0.06, -0.25, -0.92, -0.80, -0.76, 0.18, 0.20, 0.25, 0.08, -0.60, -0.75, -0.50, -0.59, 0.42, 0.32, 0.31, 0.39, 0.29, 0.31, 0.51, 0.20, 0.09, 0.24, 0.36, 0.36, 0.40, 0.63, 0.36, 0.36, 0.37, 0.12, -0.73, 1.02, -0.67, -0.72, -0.78, -1.56, 4.01, -1.29, -1.85, -0.39, -0.22, -0.79, -0.49, -1.00, -0.39, 0.39, 0.29, 0.46, -0.19, 0.65, -0.07, 1.18, 0.37, 0.36, 0.37, 0.44, 0.40

---

Formula: C35H39N5Tl
Source: the OMol25 dataset
Level of theory: wB97M-V/def2-TZVPD

Cartesian coordinates (Å):
Tl (1.02021, 0.63756, 0.23751)
N (2.03051, 3.56865, 1.16589)
N (2.45517, -0.29260, -2.42971)
C (-2.84083, 1.01054, 0.05010)
C (-2.21303, 2.12480, -0.57368)
C (-1.66898, 2.95234, 0.45001)
C (-0.96607, 4.23898, 0.27313)
H (-1.16207, 4.65224, -0.72385)
H (0.12547, 4.14629, 0.40720)
H (-1.31267, 4.97124, 1.01771)
C (-1.90493, 2.31500, 1.69807)
C (-1.43196, 2.78990, 3.01447)
H (-2.20251, 3.38392, 3.53166)
H (-0.54072, 3.42203, 2.90995)
H (-1.17187, 1.94627, 3.67034)
C (-2.66520, 1.14100, 1.45623)
C (-3.17788, 0.23244, 2.50254)
H (-2.36103, -0.17301, 3.11757)
H (-3.72157, -0.60769, 2.06034)
H (-3.86617, 0.75594, 3.18259)
C (-2.13919, 2.37267, -2.02928)
H (-3.09323, 2.76407, -2.41994)
H (-1.91700, 1.44759, -2.58345)
H (-1.35753, 3.10695, -2.26189)
C (-3.56141, -0.07711, -0.64938)
H (-3.64766, -0.96544, -0.01162)
H (-3.03271, -0.37790, -1.56461)
H (-4.58005, 0.22712, -0.94183)
C (2.38513, 3.13873, 2.36865)
H (1.89458, 3.59859, 3.23798)
C (3.36507, 2.14229, 2.57667)
H (3.60015, 1.81358, 3.59799)
C (4.00698, 1.60861, 1.44595)
H (4.74128, 0.81818, 1.55580)
C (3.77049, 2.15168, 0.18891)
H (4.24304, 1.79017, -0.72498)
C (2.90773, 3.31709, 0.11344)
C (3.20413, 4.35935, -0.75545)
H (2.55480, 4.74740, -1.55786)
C (1.55837, -1.20355, -2.23483)
C (2.33829, 0.08113, -3.78239)
H (2.98665, 0.81600, -4.22838)
C (1.28123, -0.57989, -4.34106)
H (0.90960, -0.58154, -5.35118)
N (0.70982, -1.32874, -3.28965)
C (-0.53831, -1.98435, -3.21036)
C (-1.63569, -1.68077, -4.04127)
C (-2.79428, -2.47160, -3.91955)
H (-3.61683, -2.26436, -4.61750)
C (-2.88572, -3.49117, -2.96393)
C (-4.02650, -4.46208, -2.98432)
H (-4.33479, -4.70807, -1.96537)
H (-3.73577, -5.40014, -3.47355)
H (-4.88291, -4.05993, -3.53253)
C (-1.87899, -3.59022, -1.98713)
H (-2.00189, -4.31936, -1.18013)
C (-0.69991, -2.81778, -2.07349)
C (0.38482, -2.88066, -1.08543)
H (1.31199, -1.85602, -1.31288)
H (1.03631, -3.75636, -1.23310)
H (0.08645, -2.78069, -0.03172)
C (-1.64229, -0.50563, -4.97250)
H (-0.95506, -0.64011, -5.82050)
H (-1.41400, 0.45359, -4.47363)
H (-2.65878, -0.42673, -5.38270)
N (3.90694, -2.50017, 2.39166)
C (3.26617, -1.96333, 1.32762)
N (2.23053, -1.22202, 1.73248)
C (2.20123, -1.26646, 3.12355)
C (1.37565, -0.63275, 4.05765)
C (1.64007, -0.84492, 5.41826)
C (2.71911, -1.65703, 5.82785)
C (3.56052, -2.27150, 4.88739)
C (3.26588, -2.07500, 3.55783)
H (4.72236, -3.10028, 2.34309)
H (3.55638, -2.15259, 0.30150)
H (0.56179, -0.00031, 3.68806)
H (1.00843, -0.38100, 6.17939)
H (2.89235, -1.80407, 6.89347)
H (4.42229, -2.88899, 5.15615)

Summary:
ΔE to the lowest compared entry with this formula, charge and spin = 5.085 eV
HOMO (alpha / beta) = -2.42 / -2.42 eV
LUMO level (alpha / beta) = 0.0730 / 0.0586 Eh
max |F| = 3.6 eV/Å
charge = -1
M = 734.115 g/mol
Kohn-Sham gap (alpha / beta) = 4.40 / 4.01 eV

Here is what Mulliken gives for the atomic charges, in e: 0.66, -0.17, -0.38, 0.67, 0.42, 0.19, -1.33, 0.42, 0.16, 0.33, 0.68, -1.47, 0.33, 0.20, 0.31, 0.22, -1.43, 0.11, 0.43, 0.28, -1.07, 0.26, -0.22, 0.37, -0.97, 0.25, -0.12, 0.27, -0.54, 0.29, -0.36, 0.38, 0.06, 0.40, -0.72, 0.31, 0.16, -0.95, 0.26, -0.41, -0.97, 0.42, -0.10, 0.34, 0.23, 0.31, 1.14, -0.84, 0.24, 0.82, -1.52, 0.37, 0.30, 0.37, -1.14, 0.37, 1.30, -1.10, 0.19, 0.38, 0.42, -1.99, 0.41, 0.42, 0.35, -0.05, -0.72, 0.05, 0.07, -0.52, -0.69, -0.42, -1.02, 0.92, 0.22, 0.48, 0.54, 0.42, 0.36, 0.36

---

Formula: C35H40BN3O3OsP2
Source: the OMol25 dataset
Level of theory: wB97M-V/def2-TZVPD

Cartesian coordinates (Å):
Os (0.22082, 2.55135, 0.17540)
O (0.29175, 0.01965, 0.96553)
P (-0.11257, -1.37561, 0.69493)
C (0.30184, -1.86941, -1.02522)
P (-0.44423, -0.59184, -2.14182)
O (-0.26023, 0.78101, -1.64835)
C (-2.18020, -1.07172, -2.31809)
C (-2.53171, -2.33514, -2.78199)
C (-3.86511, -2.68102, -2.88500)
C (-4.84753, -1.76357, -2.54092)
C (-4.49692, -0.49998, -2.09279)
C (-3.16257, -0.14870, -1.98159)
C (0.43117, -0.86818, -3.70830)
C (0.90244, -2.11265, -4.11293)
C (1.63246, -2.22252, -5.28154)
C (1.88550, -1.09831, -6.05251)
C (1.40398, 0.14042, -5.65640)
C (0.67751, 0.25745, -4.48646)
C (0.84453, -2.48709, 1.76721)
C (0.29148, -3.29579, 2.74851)
C (1.12305, -3.94851, 3.64305)
C (2.49760, -3.78922, 3.56023)
C (3.05137, -2.98199, 2.57873)
C (2.22427, -2.32832, 1.68965)
C (-1.87047, -1.70060, 0.94810)
C (-2.60346, -0.72776, 1.61478)
C (-3.94038, -0.94424, 1.89872)
C (-4.54097, -2.13129, 1.51056)
C (-3.81147, -3.10299, 0.83975)
C (-2.47331, -2.89420, 0.56361)
H (-0.04192, -2.87533, -1.25204)
H (1.38925, -1.81637, -1.13267)
H (-1.76340, -3.04190, -3.06662)
H (-4.13863, -3.66519, -3.23952)
H (-5.88911, -2.03604, -2.63221)
H (-5.25968, 0.21801, -1.82894)
H (-2.87104, 0.83096, -1.62766)
H (0.71740, -2.99308, -3.51375)
H (2.00910, -3.18820, -5.58517)
H (2.46596, -1.18879, -6.95831)
H (1.59616, 1.01658, -6.25723)
H (0.30934, 1.21526, -4.14404)
H (-0.78138, -3.41033, 2.81058)
H (0.69659, -4.56339, 4.42180)
H (3.13915, -4.29429, 4.26524)
H (4.12210, -2.84773, 2.52538)
H (2.63222, -1.67229, 0.93259)
H (-2.11751, 0.19721, 1.89159)
H (-4.50912, -0.18297, 2.41169)
H (-5.58197, -2.30826, 1.74007)
H (-4.28700, -4.02630, 0.53573)
H (-1.89931, -3.65681, 0.05495)
O (-0.37959, 5.89086, -2.60232)
C (-0.23568, 4.88505, -2.01547)
N (-0.07171, 3.83705, -1.49184)
C (5.23128, 3.18627, -0.83299)
C (4.46016, 1.89497, -1.12866)
C (3.08671, 2.07208, -0.74178)
N (2.03020, 2.29912, -0.33354)
H (6.28609, 3.05296, -1.05718)
H (5.12596, 3.45392, 0.21632)
H (4.84173, 4.00045, -1.43906)
H (4.87453, 1.06358, -0.54867)
H (4.51654, 1.64229, -2.19194)
C (1.92127, 3.56402, 4.33384)
C (1.63201, 2.54017, 3.22476)
C (2.97020, 1.99283, 2.69805)
C (0.84708, 1.37542, 3.85747)
C (0.84054, 3.16870, 2.12080)
H (2.50672, 3.09609, 5.12487)
H (0.99360, 3.93339, 4.76549)
H (2.48409, 4.41068, 3.94830)
H (3.56314, 1.58814, 3.51616)
H (3.53694, 2.79251, 2.22509)
H (2.78016, 1.20273, 1.97615)
H (1.41728, 0.93079, 4.67273)
H (0.65308, 0.61384, 3.11192)
H (-0.10252, 1.73469, 4.24596)
H (0.43513, 4.14541, 2.40113)
B (-4.31735, 2.48380, 0.88636)
C (-2.79190, 2.58187, 0.76206)
N (-1.63237, 2.65173, 0.66794)
H (-4.80028, 3.47153, 0.41008)
H (-4.68200, 1.48769, 0.32565)
H (-4.59687, 2.46541, 2.05599)

Summary:
HOMO (alpha / beta) = -7.48 / -7.63 eV
LUMO level (alpha / beta) = -0.0140 / -0.0061 Eh
max |F| = 3.9 eV/Å
M = 813.713 g/mol
Kohn-Sham gap (alpha / beta) = 7.10 / 7.47 eV

Here is what Mulliken gives for the atomic charges, in e: 0.33, 0.59, -0.18, -0.94, 0.18, 0.24, 0.73, -0.48, -0.68, -0.61, -0.61, -0.44, 0.56, -0.14, -0.78, -0.49, -0.75, -0.57, 0.60, -0.37, -0.75, -0.47, -0.73, -0.54, 0.53, -0.45, -0.68, -0.67, -0.74, -0.27, 0.62, 0.78, 0.31, 0.41, 0.42, 0.48, 0.34, 0.26, 0.41, 0.40, 0.45, 0.49, 0.40, 0.42, 0.39, 0.42, 0.18, 0.38, 0.41, 0.41, 0.43, 0.37, -0.61, 0.59, -0.61, -1.12, -0.49, 0.58, -0.25, 0.37, 0.28, 0.32, 0.25, 0.35, -2.06, 3.21, -1.43, -1.39, -1.81, 0.44, 0.47, 0.44, 0.54, 0.24, 0.00, 0.45, -0.05, 0.42, 0.39, 0.38, 0.08, 0.00, -0.13, -0.25, -0.17